Computed, not measured: a structure of composition C46H39BrN5O3S2W at a distorted geometry, with the ωB97M-V functional and the def2-TZVPD basis.

Values from the calculation:
Lowest unoccupied orbital energy (spin up / spin down) (eV): -3.736 / -3.823
Gap between HOMO and LUMO (spin up / spin down) (eV): 6.039 / 6.960
Energy (eV): -155460.9638
Total charge: +1
Maximum force (eV Å⁻¹): 3.05
Spin multiplicity: 3

Cartesian coordinates (Å):
W -0.410 0.985 0.141
Br -0.300 0.594 2.791
S -1.750 0.451 -4.664
S 0.121 0.351 -2.295
O -4.757 -3.149 1.232
O 1.234 1.766 -0.017
O -1.642 -1.534 -0.775
N -1.748 2.082 -1.198
N -2.131 1.737 -2.466
N -2.354 0.245 0.513
N -0.934 2.967 1.067
N 1.505 -0.764 0.524
C -2.712 -3.312 -2.452
C 3.175 5.319 2.320
C -2.549 4.718 1.107
C -0.153 0.025 -5.394
C 1.877 5.787 0.357
C -1.300 0.923 -3.046
C 1.908 4.444 0.015
C -2.429 3.036 -0.715
C -0.801 4.676 2.718
C -1.580 -5.785 -2.986
C 1.905 -3.018 1.204
C 2.775 -2.588 2.188
C 5.802 2.183 -1.566
C -1.446 -0.861 0.456
C 2.546 2.052 0.421
C -4.035 -2.045 1.204
C -1.555 -3.693 -1.775
C -3.302 -4.165 -3.376
C -2.750 -5.411 -3.632
C -1.548 -1.968 1.512
C -2.602 -4.099 3.451
C 2.816 1.111 1.598
C 4.363 0.584 -2.620
C 1.308 -2.094 0.364
C -3.026 -2.807 3.388
C 3.386 0.837 -1.663
C -2.916 -1.873 2.215
C -1.951 5.264 2.232
C 0.534 -2.628 -0.823
C 3.070 -1.244 2.256
C -1.359 -3.229 0.721
C 2.509 6.229 1.516
C -4.369 -1.066 0.321
C -0.999 -2.799 -0.685
C 2.565 3.522 0.827
C 3.205 3.969 1.975
C 5.572 1.261 -2.579
C 4.819 2.447 -0.624
C -0.984 -4.930 -2.069
C 3.593 1.784 -0.669
C 2.423 -0.349 1.415
C -1.976 -4.892 2.450
C -3.602 0.119 0.209
C -1.994 3.587 0.548
C -1.531 -4.495 1.165
C -0.325 3.527 2.109
H 0.452 0.921 -5.506
H -4.205 -3.854 -3.887
H -0.068 -5.249 -1.585
H -3.234 3.454 -1.308
H 0.362 -0.717 -4.791
H -2.369 6.139 2.714
H 3.792 -0.869 2.971
H 6.750 2.704 -1.511
H 0.562 3.042 2.473
H -1.309 -5.300 0.471
H -4.451 -3.721 1.959
H -5.279 -1.164 -0.255
H -3.226 -6.086 -4.332
H 5.010 3.187 0.144
H -3.506 -2.396 4.269
H 2.487 7.278 1.785
H 1.421 4.101 -0.889
H -3.420 5.161 0.643
H -2.805 -4.614 4.385
H -1.872 -5.945 2.685
H -2.979 -0.850 2.590
H 2.310 1.479 2.492
H 0.702 -1.999 -1.692
H -4.110 1.021 -0.139
H 3.887 1.119 1.803
H 4.174 -0.149 -3.395
H 1.689 -4.071 1.072
H -0.383 -0.392 -6.372
H 0.958 -3.606 -1.041
H -3.146 -2.342 -2.254
H -0.790 -1.886 2.290
H 3.732 3.271 2.615
H 6.332 1.073 -3.327
H 3.680 5.653 3.218
H -0.279 5.077 3.575
H 1.365 6.494 -0.286
H 2.458 0.291 -1.695
H -1.130 -6.749 -3.189
H 3.248 -3.294 2.859

Cartesian forces (eV/Å) of the 2 atoms listed first:
-0.774 -0.976 0.845
-0.023 0.015 -0.194

Computed, not measured: an isolated molecule of C3H2N2O2 at a distorted geometry, with the ωB97M-V functional and the def2-TZVPD basis.

Values from the calculation:
Lowest unoccupied orbital energy (eV): -0.758
Gap between HOMO and LUMO (eV): 9.892
Energy (eV): -10216.4631
Maximum force (eV Å⁻¹): 5.29
SMILES: O=c1ncnco1
Spin multiplicity: 1

Cartesian coordinates (Å):
O -0.632 1.106 -0.071
O -2.656 0.079 -0.043
N 1.352 0.003 -0.231
N -0.629 -1.225 -0.030
C -1.449 -0.169 -0.071
C 0.668 1.070 0.126
C 0.620 -1.103 0.005
H 1.333 2.050 0.030
H 1.394 -1.811 0.286

Cartesian forces (eV/Å) of the 2 atoms listed first:
-0.193 0.823 1.851
4.242 -1.800 -0.360

Computed, not measured: a structure of composition C2H4N2O2 at a distorted geometry, with the ωB97M-V functional and the def2-TZVPD basis.

Values from the calculation:
Lowest unoccupied orbital energy (spin up / spin down) (eV): 7.241 / 7.241
Gap between HOMO and LUMO (spin up / spin down) (eV): 6.504 / 6.505
Energy (eV): -9206.2004
Total charge: -2
Maximum force (eV Å⁻¹): 3.44
Spin multiplicity: 1

Cartesian coordinates (Å):
O -2.212 -0.199 4.412
O 0.513 0.544 -3.164
N -2.035 0.675 3.454
N -1.259 0.354 2.497
C 1.223 -0.221 -2.448
C -0.446 0.417 1.593
H -0.584 0.389 0.539
H 1.629 -1.451 -3.065
H 0.854 -0.656 -1.452
H 2.317 0.149 -2.365

Cartesian forces (eV/Å) of the 2 atoms listed first:
-0.323 -0.469 -0.022
-1.497 0.716 -0.637

Computed, not measured: a cluster of 4 separate species, C2H11NO4 in total at a distorted geometry, with the ωB97M-V functional and the def2-TZVPD basis.

Values from the calculation:
Lowest unoccupied orbital energy (eV): 0.377
Gap between HOMO and LUMO (eV): 10.191
Energy (eV): -11932.0226
Maximum force (eV Å⁻¹): 5.12
SMILES: CC(N)=O.O.O.O
Spin multiplicity: 1

Cartesian coordinates (Å):
O -2.665 -2.384 1.077
O 1.644 1.083 -2.767
O -0.480 -0.177 1.936
O -0.929 2.076 -1.919
N 0.370 -0.740 -0.024
C 0.535 -0.472 1.298
C 1.916 0.245 1.467
H -2.064 -1.632 1.448
H -0.904 2.984 -1.749
H 2.171 0.096 2.515
H 1.781 1.323 1.300
H -1.684 1.865 -2.500
H 2.719 -0.123 0.791
H 1.082 -0.355 -0.648
H 0.760 1.349 -2.330
H -2.978 -2.671 1.925
H -0.233 -1.393 -0.495
H 1.501 0.309 -3.286

Cartesian forces (eV/Å) of the 2 atoms listed first:
1.963 2.348 0.834
-1.243 1.342 1.760

Computed, not measured: a cluster of 12 separate species, C5H32O11 in total at a distorted geometry, with the ωB97M-V functional and the def2-TZVPD basis.

Values from the calculation:
Lowest unoccupied orbital energy (eV): 0.070
Gap between HOMO and LUMO (eV): 9.654
Energy (eV): -28226.2639
Maximum force (eV Å⁻¹): 1.83
SMILES: C/C=C/CC.O.O.O.O.O.O.O.O.O.O.O
Spin multiplicity: 1

Cartesian coordinates (Å):
O -0.058 -3.576 -2.201
O -0.730 3.349 -3.084
O -2.013 -3.325 -0.308
O -4.344 -1.415 1.264
O 1.577 3.740 -1.640
O 0.260 -0.593 -2.404
O -2.703 2.560 -1.337
O -1.502 -1.224 1.357
O -2.016 -0.391 -1.023
O 0.518 -2.237 2.982
O 2.346 -0.536 3.686
C 0.956 1.662 1.203
C 3.035 0.708 0.283
C -0.500 1.877 1.369
C 1.540 0.862 0.319
C 3.402 -0.430 -0.715
H -3.729 -1.832 0.659
H 3.570 1.626 -0.017
H 1.492 2.090 2.053
H 2.702 -1.306 -0.772
H 0.079 -2.668 -2.532
H 1.264 -1.654 3.296
H 3.264 0.057 -1.674
H -1.343 3.397 -2.321
H 1.093 0.224 -0.464
H -1.052 1.903 0.433
H 1.114 3.117 -1.074
H -2.656 -3.426 -1.016
H 0.385 0.157 -3.002
H -0.683 2.393 -3.188
H -2.201 -1.314 -1.207
H -1.646 -2.120 0.999
H 0.819 -3.770 -1.847
H 1.024 3.787 -2.443
H -1.013 -1.135 2.177
H 2.542 -0.585 2.737
H -0.781 2.796 1.894
H -0.866 1.120 2.125
H 4.342 -0.924 -0.534
H 3.524 0.511 1.267
H -3.851 -0.746 1.757
H -1.709 -0.367 -0.084
H -2.934 1.630 -1.145
H -1.164 -3.679 -0.632
H -0.358 -0.384 -1.673
H -2.969 3.171 -0.646
H 0.440 -3.091 3.403
H 1.535 -0.008 3.722

Cartesian forces (eV/Å) of the 2 atoms listed first:
0.605 0.319 0.027
-0.294 -0.107 0.308

Computed, not measured: a structure of composition C37H38BeIO5PSSb2, with the ωB97M-V functional and the def2-TZVPD basis.

Values from the calculation:
Lowest unoccupied orbital energy (eV): 0.207
Gap between HOMO and LUMO (eV): 8.015
Energy (eV): -90928.3973
Maximum force (eV Å⁻¹): 0.19
Spin multiplicity: 1

Cartesian coordinates (Å):
I -1.553 -1.529 -8.829
Sb 2.147 -1.047 0.140
Sb 0.246 -0.329 3.404
S -2.646 -1.436 1.070
P -1.303 1.104 -0.421
O -2.466 -0.379 2.039
O 1.303 -2.403 -2.437
O -1.309 -1.865 0.507
O -0.545 -1.275 -1.910
O -3.414 -2.577 1.456
C -2.929 3.610 2.393
C 3.167 -0.940 4.080
C -1.837 4.387 2.748
C 5.230 -2.754 3.492
C -0.597 4.143 2.172
C 4.797 -1.840 2.547
C 4.611 -2.788 4.732
C -0.803 4.162 -3.106
C 0.806 2.463 -3.652
C -3.472 -0.663 -0.315
C 0.338 1.683 -2.602
C 2.103 0.035 4.479
C -1.267 3.387 -2.056
C 3.486 -0.491 -1.429
C -0.204 -1.805 -4.176
C 0.251 -1.863 -2.749
C -2.792 2.596 1.455
C -0.976 -1.654 -6.828
C 0.205 -2.302 -6.495
C -4.845 0.482 -2.428
C -1.388 -1.163 -4.522
C 2.646 -3.079 0.485
C -0.712 2.129 -1.805
C -5.344 -0.655 -1.815
C 3.754 -0.949 2.802
C -0.242 -2.136 4.442
C -1.556 2.358 0.867
C -1.779 -1.085 -5.849
C -2.955 0.492 -0.921
C 0.587 -2.375 -5.165
C -0.457 3.131 1.237
C 3.312 -0.045 1.687
C -3.654 1.047 -1.986
C 3.602 -1.883 5.014
C 0.231 3.697 -3.909
C -4.655 -1.229 -0.755
C -0.944 0.952 4.636
Be -0.366 -0.957 -0.395
H -1.990 0.691 4.484
H 4.924 -3.502 5.483
H 3.130 -0.871 -2.382
H -5.020 -2.119 -0.262
H -3.264 1.919 -2.494
H -2.058 3.764 -1.419
H 0.547 -2.871 4.282
H 3.695 -3.263 0.264
H 2.019 -3.672 -0.176
H 4.182 0.336 1.149
H -0.799 1.994 4.358
H -2.002 -0.725 -3.745
H 5.276 -1.814 1.574
H 0.261 4.742 2.450
H 2.395 1.065 4.258
H 1.619 2.100 -4.267
H 0.511 2.956 0.778
H 3.562 0.596 -1.460
H -3.646 1.987 1.190
H 2.739 0.812 2.035
H 6.039 -3.434 3.260
H 1.918 -0.031 5.552
H -5.373 0.932 -3.258
H -1.244 5.132 -3.293
H -1.179 -2.534 4.053
H -0.678 0.815 5.684
H 0.821 -2.745 -7.266
H -6.266 -1.103 -2.161
H 0.594 4.304 -4.729
H 2.449 -3.328 1.526
H 3.142 -1.887 5.996
H -1.949 5.179 3.477
H 1.503 -2.874 -4.879
H -0.345 -1.941 5.510
H -2.700 -0.586 -6.119
H -3.895 3.791 2.847
H 4.473 -0.906 -1.220
H 0.798 0.725 -2.405

Cartesian forces (eV/Å) of the 2 atoms listed first:
-0.004 -0.001 -0.009
-0.089 0.004 -0.132

Among the records above, which one has the highest spin multiplicity? C46H39BrN5O3S2W

Look up the energy of the second one. -10216.4631 eV

Which of these has the highest energy? C2H4N2O2